{
  "formula": "C2H3Cl2NO2",
  "method": "ωB97M-V/def2-TZVPD",
  "e_homo_ha": [-0.3581, -0.3550],
  "homo_lumo_gap_ev": [7.554, 7.672],
  "e_lumo_ev": [-2.189, -1.987],
  "total_charge": 0,
  "de_lowest_kcal_mol": 144.21,
  "symbols": ["C", "C", "N", "O", "O", "Cl", "Cl", "H", "H", "H"],
  "coordinates": [[-0.1719, 0.3868, -0.1360], [0.9836, 1.4233, -0.4253], [-1.1704, -2.4222, 1.2982], [-0.7024, -0.0414, -1.1687], [-0.5008, 0.1328, 1.0196], [-2.0103, -1.1976, 0.8222], [-0.1990, -3.1996, 0.1580], [1.6768, 1.7599, 0.4326], [0.4958, 2.2338, -0.8618], [1.5986, 0.9243, -1.1388]]
}



{
  "formula": "C4H5NO2",
  "method": "ωB97M-V/def2-TZVPD",
  "e_homo_ha": -0.3237,
  "homo_lumo_gap_ev": 9.573,
  "e_lumo_ev": 0.765,
  "total_charge": 0,
  "de_lowest_kcal_mol": 10.68,
  "smiles": "Cc1coc(O)n1",
  "symbols": ["C", "C", "C", "O", "C", "O", "N", "H", "H", "H", "H", "H"],
  "coordinates": [[-1.8898, 0.4072, 0.1958], [-0.4728, -0.0307, 0.0277], [0.0012, -1.2133, -0.4130], [1.3792, -1.1588, -0.3925], [1.6353, 0.0689, 0.0605], [2.9322, 0.3628, 0.1382], [0.6094, 0.8008, 0.3406], [-2.1078, 0.6334, 1.2445], [-2.0912, 1.3110, -0.3875], [-2.5797, -0.3753, -0.1344], [-0.4378, -2.1294, -0.7735], [3.0219, 1.3234, 0.0937]]
}



{
  "formula": "C5H11N",
  "method": "ωB97M-V/def2-TZVPD",
  "e_homo_ha": [-0.5478, -0.5964],
  "homo_lumo_gap_ev": [11.339, 9.242],
  "multiplicity": 2,
  "e_lumo_ev": [-3.568, -6.987],
  "total_charge": 1,
  "de_lowest_kcal_mol": 23.89,
  "symbols": ["C", "C", "C", "C", "C", "N", "H", "H", "H", "H", "H", "H", "H", "H", "H", "H", "H"],
  "coordinates": [[-0.5484, 2.2430, 0.4633], [0.2786, 0.9763, 0.4517], [-0.2212, -0.1828, -0.3547], [-1.2364, 0.0477, -1.2831], [1.4189, -1.7248, 0.5735], [0.0825, -1.3974, 0.0052], [-1.5428, 2.1203, 0.8961], [-0.0871, 3.0662, 1.0113], [-0.6605, 2.6839, -0.5296], [0.4740, 0.6029, 1.4611], [1.2910, 1.2792, 0.1545], [-1.8345, -0.7423, -1.7254], [-1.3899, 1.0270, -1.7124], [2.0616, -2.0172, -0.2574], [1.2499, -2.5134, 1.2618], [1.9099, -0.9047, 1.0834], [-0.1521, -2.0321, -0.7566]]
}



{
  "formula": "C13H21N3O3",
  "method": "ωB97M-V/def2-TZVPD",
  "e_homo_ha": -0.3315,
  "homo_lumo_gap_ev": 9.332,
  "e_lumo_ev": 0.310,
  "total_charge": 0,
  "de_lowest_kcal_mol": 0.00,
  "smiles": "CCCCCCCCNC=C1C(=O)NC(=O)NC1=O",
  "symbols": ["C", "C", "C", "C", "C", "C", "C", "H", "H", "C", "N", "C", "C", "C", "O", "N", "C", "O", "N", "C", "O", "H", "H", "H", "H", "H", "H", "H", "H", "H", "H", "H", "H", "H", "H", "H", "H", "H", "H", "H"],
  "coordinates": [[1.5744, 0.7040, 2.2028], [0.2455, 0.0629, 2.5871], [-0.9099, 1.0644, 2.6442], [-1.3053, 1.6659, 1.2947], [-1.9588, 0.6528, 0.3576], [-2.4004, 1.3057, -0.9527], [-2.9283, 0.2981, -1.9809], [-3.3739, -0.5521, -1.4619], [-3.7060, 0.7598, -2.5908], [-1.8390, -0.2047, -2.9378], [-0.7536, -0.8255, -2.2326], [0.4386, -0.3027, -2.0675], [1.4186, -0.8377, -1.2491], [1.1543, -2.0115, -0.4527], [0.0917, -2.6235, -0.4444], [2.1926, -2.4340, 0.3517], [3.4395, -1.8577, 0.4640], [4.2892, -2.2906, 1.2006], [3.6261, -0.7546, -0.3306], [2.7034, -0.1659, -1.1875], [3.0005, 0.8325, -1.8096], [4.5316, -0.3043, -0.2653], [2.0235, -3.2509, 0.9271], [0.6848, 0.6033, -2.6112], [-0.9374, -1.6699, -1.6818], [-2.2745, -0.9337, -3.6289], [-1.4424, 0.6327, -3.5179], [-3.1830, 2.0328, -0.7270], [-1.5619, 1.8589, -1.3820], [-2.8308, 0.2166, 0.8510], [-1.2575, -0.1549, 0.1557], [-2.0085, 2.4836, 1.4734], [-0.4257, 2.0930, 0.8103], [-0.6280, 1.8763, 3.3191], [-1.7834, 0.5681, 3.0743], [0.0078, -0.7412, 1.8886], [0.3507, -0.3887, 3.5764], [1.5621, 1.0595, 1.1749], [1.7885, 1.5485, 2.8545], [2.3847, -0.0151, 2.3041]]
}



{
  "formula": "C3H5P",
  "method": "ωB97M-V/def2-TZVPD",
  "e_homo_ha": -0.3386,
  "homo_lumo_gap_ev": 9.457,
  "e_lumo_ev": 0.243,
  "total_charge": 0,
  "de_lowest_kcal_mol": 41.33,
  "symbols": ["C", "C", "C", "P", "H", "H", "H", "H", "H"],
  "coordinates": [[-2.2370, 0.5120, -0.1032], [-1.2064, -0.1209, -0.0307], [1.3755, -0.0174, -0.3995], [0.0989, -1.2889, 0.0235], [-3.0308, 1.1121, -0.0467], [2.0656, 0.1387, 0.4054], [1.0264, 0.9780, -0.4465], [1.7711, -0.3396, -1.2764], [0.1368, -0.9740, 1.8741]]
}



{
  "formula": "C3H9O2S",
  "method": "ωB97M-V/def2-TZVPD",
  "e_homo_ha": [-0.3446, -0.3442],
  "homo_lumo_gap_ev": [9.998, 6.225],
  "multiplicity": 2,
  "e_lumo_ev": [0.621, -3.142],
  "total_charge": 0,
  "de_lowest_kcal_mol": 50.17,
  "symbols": ["C", "O", "C", "C", "S", "H", "H", "H", "H", "H", "H", "H", "H", "H", "O"],
  "coordinates": [[0.7292, -1.2776, 1.1058], [1.5551, -0.1540, 1.3422], [-0.6457, -1.0942, 0.4589], [-0.4811, 0.2791, -0.2837], [-2.1448, 1.0028, -0.7886], [1.1628, -2.1269, 0.4760], [0.4624, -1.6899, 2.0759], [-1.5650, -0.8699, 1.1502], [-1.1001, -1.9825, 0.0082], [-0.2930, 0.9015, 0.5314], [0.1404, 0.1206, -1.1011], [-1.9810, 2.1863, -0.1725], [2.3826, -0.5412, -1.3874], [2.3621, 0.0895, 0.1256], [2.8363, 0.2070, -0.9390]]
}



{
  "formula": "C28H26N4O5ScTe",
  "method": "ωB97M-V/def2-TZVPD",
  "e_homo_ha": -0.3881,
  "homo_lumo_gap_ev": 7.461,
  "e_lumo_ev": -3.099,
  "total_charge": 1,
  "de_lowest_kcal_mol": 31.06,
  "symbols": ["Sc", "O", "C", "C", "C", "C", "C", "C", "C", "O", "N", "N", "C", "C", "C", "C", "C", "C", "C", "O", "H", "H", "H", "H", "H", "H", "H", "H", "H", "H", "C", "O", "C", "O", "N", "N", "H", "H", "H", "H", "H", "H", "Te", "C", "C", "C", "C", "C", "C", "C", "C", "C", "C", "C", "C", "H", "H", "H", "H", "H", "H", "H", "H", "H", "H"],
  "coordinates": [[-0.3829, 0.1235, -0.7984], [-0.3022, -4.1688, -1.5547], [-0.6885, -4.5388, -0.3149], [-0.6183, -5.8883, 0.0298], [-1.0173, -6.3141, 1.2799], [-1.4881, -5.3985, 2.2161], [-1.5386, -4.0618, 1.8969], [-1.1407, -3.6054, 0.6348], [-1.1889, -2.1741, 0.3446], [-0.9092, -1.7251, -0.8595], [-1.5127, -1.3692, 1.3257], [-1.4623, -0.0458, 0.9901], [-2.0977, 0.8210, 1.7166], [-2.1605, 2.2021, 1.3447], [-2.7224, 3.1566, 2.2094], [-2.8677, 4.4686, 1.8234], [-2.4667, 4.8630, 0.5470], [-1.9247, 3.9515, -0.3288], [-1.7454, 2.6107, 0.0437], [-1.2230, 1.7656, -0.8245], [-0.5425, -3.2240, -1.6563], [-0.2589, -6.5785, -0.7159], [-0.9726, -7.3640, 1.5243], [-1.8216, -5.7364, 3.1833], [-1.8966, -3.3288, 2.6003], [-2.6413, 0.4876, 2.6044], [-3.0418, 2.8386, 3.1908], [-3.2976, 5.1909, 2.4995], [-2.5803, 5.8912, 0.2392], [-1.6267, 4.2437, -1.3261], [2.8986, -2.6398, -0.9595], [2.8455, -2.1090, 0.3720], [2.0901, -1.0516, 0.5461], [1.4991, -0.4614, -0.3731], [2.0156, -0.6081, 1.8064], [1.2098, 0.5190, 2.0380], [3.5050, -3.5396, -0.8885], [3.3610, -1.9198, -1.6403], [1.8903, -2.8887, -1.3073], [2.5291, -1.0724, 2.5512], [1.7871, 1.3456, 2.2037], [0.6119, 0.3585, 2.8457], [1.3418, 2.5493, -1.8163], [2.3631, 3.6294, -3.4062], [3.4386, 3.0883, -4.0946], [4.0640, 3.8183, -5.0914], [3.6259, 5.0953, -5.4031], [2.5660, 5.6448, -4.7051], [1.9392, 4.9183, -3.7088], [0.2277, 1.2412, -3.1172], [0.5344, -0.1280, -3.1755], [-0.3102, -1.0100, -3.8625], [-1.4368, -0.5272, -4.5095], [-1.7144, 0.8312, -4.4899], [-0.8998, 1.7056, -3.7854], [3.7986, 2.0975, -3.8505], [4.8986, 3.3928, -5.6258], [4.1118, 5.6585, -6.1847], [2.2249, 6.6417, -4.9381], [1.1205, 5.3569, -3.1561], [1.5045, -0.4896, -2.8206], [-0.0545, -2.0610, -3.9424], [-2.0758, -1.2053, -5.0544], [-2.5718, 1.2093, -5.0244], [-1.1274, 2.7628, -3.7706]]
}



{
  "formula": "C4H12",
  "method": "ωB97M-V/def2-TZVPD",
  "e_homo_ha": [0.0582, -0.2880],
  "homo_lumo_gap_ev": [2.755, 12.356],
  "multiplicity": 2,
  "e_lumo_ev": [4.337, 4.519],
  "total_charge": -1,
  "de_lowest_kcal_mol": 1.86,
  "symbols": ["C", "C", "H", "H", "H", "H", "H", "H", "C", "C", "H", "H", "H", "H", "H", "H"],
  "coordinates": [[1.0438, -1.4531, -0.8102], [1.3397, -0.3075, -1.7758], [1.2200, -1.1376, 0.2181], [-0.0110, -1.7389, -0.8668], [1.6212, -2.3540, -1.0097], [0.5981, 0.4967, -1.6995], [2.3138, 0.1419, -1.5686], [1.3359, -0.6775, -2.8046], [-0.6879, 1.4581, 1.2389], [-1.6657, 0.2890, 1.3475], [-1.1638, 2.2923, 0.7077], [-0.3386, 1.8081, 2.2106], [0.1604, 1.1989, 0.6010], [-2.5522, 0.5870, 1.9109], [-1.2328, -0.5231, 1.9312], [-1.9813, -0.0803, 0.3693]]
}



{
  "formula": "C17H36F3N10O3ReS",
  "method": "ωB97M-V/def2-TZVPD",
  "e_homo_ha": [-0.6543, -0.6613],
  "homo_lumo_gap_ev": [7.531, 7.533],
  "multiplicity": 2,
  "e_lumo_ev": [-10.273, -10.460],
  "total_charge": 3,
  "de_lowest_kcal_mol": 3.45,
  "symbols": ["Re", "N", "C", "C", "N", "C", "C", "N", "C", "C", "N", "H", "H", "H", "H", "H", "H", "H", "H", "H", "H", "H", "H", "H", "H", "H", "H", "H", "H", "C", "N", "C", "N", "C", "N", "C", "N", "C", "C", "H", "H", "H", "H", "H", "H", "H", "H", "H", "H", "H", "H", "C", "N", "C", "C", "N", "C", "H", "H", "H", "H", "H", "H", "F", "C", "F", "F", "S", "O", "O", "O"],
  "coordinates": [[0.3068, 0.5344, 0.2936], [0.9493, 1.7312, -1.4296], [1.3952, 3.0939, -1.0431], [0.3533, 3.6486, -0.0955], [-0.0638, 2.6400, 0.9488], [-1.5342, 2.7951, 1.1889], [-2.3030, 2.1975, 0.0279], [-1.7717, 0.8336, -0.2832], [0.6838, 2.8596, 2.2219], [2.1169, 2.4252, 2.0349], [2.1180, 1.0311, 1.4548], [0.1485, 1.8512, -2.0709], [1.6702, 1.3086, -2.0128], [2.3956, 3.0408, -0.6197], [1.4524, 3.7322, -1.9258], [0.6904, 4.5604, 0.3987], [-0.5273, 3.9047, -0.6817], [-1.7710, 2.2834, 2.1213], [-1.7818, 3.8507, 1.3222], [-3.3623, 2.1432, 0.2782], [-2.2233, 2.7864, -0.8835], [-2.4067, 0.1248, 0.0679], [-1.7842, 0.6827, -1.3071], [0.6310, 3.9074, 2.5256], [0.2050, 2.2603, 2.9973], [2.6583, 3.0860, 1.3648], [2.6424, 2.4335, 2.9890], [2.9571, 0.9148, 0.8892], [2.2408, 0.3909, 2.2311], [1.9747, -1.9451, 0.4036], [2.2306, -3.2521, -0.1544], [2.8481, -3.1048, -1.4776], [1.8811, -2.4518, -2.3514], [1.6181, -1.1167, -1.8915], [1.1221, -1.0139, -0.4366], [-0.7802, -2.7935, -0.7805], [0.1042, -3.5826, -1.2155], [1.1220, -4.1622, -0.2552], [0.7498, -3.2997, -2.5709], [2.9524, -1.4661, 0.5179], [1.5118, -2.0650, 1.3815], [3.1240, -4.0801, -1.8746], [3.7477, -2.4958, -1.3981], [0.9053, -0.6441, -2.5546], [2.5773, -0.5883, -1.9106], [-1.3247, -2.1635, -1.4806], [-1.0485, -2.8365, 0.2710], [1.4818, -5.0946, -0.6842], [0.6294, -4.3629, 0.6954], [-0.0014, -2.8624, -3.2252], [1.0940, -4.2530, -2.9659], [-3.1080, -1.1223, 4.5244], [-1.8657, -0.9042, 3.7641], [-0.6006, -1.2057, 4.1969], [0.2428, -0.8141, 3.2104], [-0.4875, -0.2774, 2.1557], [-1.7642, -0.3589, 2.5547], [-3.1392, -2.1518, 4.8712], [-3.9592, -0.9323, 3.8769], [-3.1364, -0.4471, 5.3761], [-0.4098, -1.6629, 5.1537], [1.3121, -0.9226, 3.2117], [-2.6308, -0.0107, 2.0215], [-3.7058, 0.3757, -4.1873], [-2.5613, 0.3339, -4.8626], [-2.4279, -0.8488, -5.4474], [-2.5221, 1.2983, -5.7555], [-1.1741, 0.5380, -3.6649], [0.0723, 0.4490, -4.3752], [-1.3368, -0.5697, -2.6889], [-1.4030, 1.8158, -2.9804]]
}



{
  "formula": "C2HN3O2",
  "method": "ωB97M-V/def2-TZVPD",
  "e_homo_ha": -0.4042,
  "homo_lumo_gap_ev": 9.814,
  "e_lumo_ev": -1.183,
  "total_charge": 0,
  "de_lowest_kcal_mol": 106.15,
  "smiles": "O=c1cnnno1",
  "symbols": ["C", "C", "H", "N", "N", "N", "O", "O"],
  "coordinates": [[-0.9283, -0.3592, -0.0216], [-0.1621, 0.8909, 0.1276], [-0.6853, 1.9170, 0.1968], [1.1076, 0.9702, -0.0351], [1.7561, -0.3127, -0.1696], [1.2012, -1.3758, -0.0790], [-2.0827, -0.2938, -0.2033], [-0.2066, -1.4365, 0.1843]]
}



{
  "formula": "C3H8N3PS3",
  "method": "ωB97M-V/def2-TZVPD",
  "e_homo_ha": -0.3008,
  "homo_lumo_gap_ev": 8.572,
  "e_lumo_ev": 0.386,
  "total_charge": 0,
  "de_lowest_kcal_mol": 0.00,
  "smiles": "NP(N)(=S)SC1=NCCS1",
  "symbols": ["C", "C", "C", "N", "N", "N", "P", "S", "S", "S", "H", "H", "H", "H", "H", "H", "H", "H"],
  "coordinates": [[0.8613, -0.7900, -0.4121], [2.0420, 0.9221, 0.4301], [3.1324, -0.2348, 0.4790], [0.8704, 0.4676, -0.2063], [-2.2281, 1.1196, -0.9107], [-3.4107, -0.9097, 0.0645], [-1.9084, -0.2223, 0.0709], [-0.6019, -1.5739, -0.9205], [2.2695, -1.7320, 0.0712], [-1.1571, 0.3015, 1.7610], [1.7264, 1.1800, 1.3882], [2.5556, 1.7269, -0.0090], [3.9620, -0.0444, -0.1719], [3.6968, -0.3468, 1.3593], [-1.6167, 1.8907, -0.9143], [-2.6045, 0.9969, -1.9304], [-3.7901, -1.5078, 0.7800], [-3.7990, -1.2434, -0.9289]]
}



{
  "formula": "C4H2N2O",
  "method": "ωB97M-V/def2-TZVPD",
  "e_homo_ha": -0.4085,
  "homo_lumo_gap_ev": 10.196,
  "e_lumo_ev": -0.920,
  "total_charge": 0,
  "de_lowest_kcal_mol": 52.00,
  "smiles": "C=C(C#N)OC#N",
  "symbols": ["C", "C", "C", "C", "N", "N", "O", "H", "H"],
  "coordinates": [[0.2239, 1.7843, -0.0497], [-1.3710, -1.0498, -0.8728], [1.1210, -0.4538, 0.6987], [0.3696, 0.4091, -0.0391], [-0.0611, 2.8936, 0.0673], [-2.1450, -1.8680, -0.7199], [-0.6645, -0.0477, -1.1434], [0.7715, -1.5020, 0.6614], [1.7555, -0.1657, 1.3975]]
}